Entry 1:
DFT (wB97M-V/def2-TZVPD) results for a single C4H7NO molecule.

The geometry in XYZ format:
```
13
Properties=species:S:1:pos:R:3:nbo_charge:R:1
C -0.168 -0.084 1.467 -0.6189
C 0.581 0.211 0.180 -0.2068
C 1.104 1.729 0.257 0.1593
N 0.230 2.284 -0.290 -0.2592
C -0.237 -0.182 -1.073 -0.0787
O -0.209 -1.599 -1.069 -0.7278
H 0.439 0.198 2.328 0.2214
H -1.116 0.469 1.515 0.2162
H -0.383 -1.154 1.500 0.2331
H 1.517 -0.318 0.104 0.2329
H 0.231 0.226 -1.979 0.1778
H -1.273 0.193 -1.028 0.1729
H -0.678 -1.926 -1.847 0.4777
```

**Calculated total energy**: -286.51720 Ha
**SMILES**: C[C@H](C#N)CO
**Highest occupied orbital energy**: -10.848 eV
**Charge**: 0
**HOMO-LUMO gap**: 10.9856 eV
**Spin multiplicity**: 1

Entry 2:
DFT (wB97M-V/def2-TZVPD) results for a molecular structure, C39H42N3O4PPtTe.

The geometry in XYZ format:
```
91
Properties=species:S:1:pos:R:3:lowdin_charge:R:1
Pt 0.416 0.089 -0.417 1.1133
C 2.146 1.315 3.970 0.0195
N 0.844 1.798 3.516 -0.1025
C 0.161 2.662 4.472 0.0160
C 0.371 1.442 2.337 -0.3671
O 1.013 0.656 1.584 -0.1290
C -0.964 2.008 1.878 -0.0647
O -1.403 1.399 0.670 -0.1791
C -2.422 0.444 0.728 -0.0699
C -1.789 -0.946 0.737 -0.3464
O -0.578 -1.035 0.349 -0.5343
N -2.530 -1.968 1.098 -0.0725
C -1.990 -3.323 1.171 -0.0153
C -3.953 -1.833 1.438 0.0404
H 2.046 0.848 4.949 0.1144
H 2.553 0.602 3.264 0.0753
H 2.830 2.159 4.073 0.1174
H -0.109 2.091 5.362 0.1182
H 0.845 3.448 4.791 0.1190
H -0.729 3.131 4.066 0.0941
H -1.706 1.925 2.672 0.1434
H -0.819 3.061 1.628 0.1581
H -3.081 0.611 1.581 0.1517
H -3.007 0.541 -0.191 0.1695
H -0.905 -3.306 1.148 -0.0865
H -2.316 -3.782 2.104 0.1373
H -2.364 -3.921 0.339 0.1211
H -4.477 -1.209 0.717 0.1173
H -4.403 -2.821 1.421 0.1185
H -4.083 -1.419 2.438 0.1259
O 1.097 2.920 -0.151 -0.0361
N 0.771 2.186 -1.280 -0.1110
C -0.096 2.759 -2.034 -0.0368
C -0.541 2.249 -3.304 -0.2060
C -1.105 3.168 -4.195 0.0218
C -1.426 2.797 -5.491 0.0001
C -1.225 1.489 -5.900 0.0051
C -0.691 0.553 -5.017 -0.0376
C -0.341 0.923 -3.727 -0.2825
P 0.428 -0.343 -2.680 0.9839
C -0.448 -1.889 -3.049 -0.3721
C -1.549 -2.218 -2.247 -0.1251
C -2.363 -3.289 -2.586 -0.0497
C -2.058 -4.062 -3.700 -0.0236
C -0.951 -3.755 -4.482 -0.0362
C -0.138 -2.676 -4.160 -0.0876
C 2.111 -0.504 -3.296 -0.3566
C 2.862 -1.632 -2.947 -0.1128
C 4.163 -1.761 -3.396 -0.0455
C 4.731 -0.762 -4.181 -0.0185
C 3.998 0.372 -4.507 -0.0253
C 2.691 0.505 -4.068 -0.0548
H 2.061 3.002 -0.139 0.1361
H -0.438 3.754 -1.751 0.1654
H -1.257 4.194 -3.882 0.1365
H -1.827 3.527 -6.180 0.1365
H -1.485 1.185 -6.905 0.1347
H -0.548 -0.467 -5.346 0.1083
H -1.785 -1.603 -1.387 0.0673
H -3.238 -3.522 -1.994 0.1163
H -2.684 -4.906 -3.960 0.1317
H -0.722 -4.355 -5.353 0.1327
H 0.725 -2.447 -4.774 0.1265
H 2.422 -2.408 -2.327 0.0705
H 4.741 -2.638 -3.135 0.1205
H 5.747 -0.866 -4.537 0.1295
H 4.438 1.152 -5.114 0.1290
H 2.119 1.384 -4.335 0.1143
Te 0.814 -3.129 0.202 2.0073
C 1.106 -5.128 -0.451 -0.4104
C 0.885 -5.282 -1.824 -0.1189
C 1.096 -6.521 -2.400 -0.0170
C 1.441 -7.609 -1.601 0.0206
C 1.634 -7.448 -0.227 -0.0091
C 1.437 -6.213 0.362 -0.1048
C 2.712 -2.796 0.995 -0.4045
C 3.431 -3.812 1.656 -0.0681
C 4.688 -3.535 2.140 0.0009
C 5.237 -2.258 1.981 0.0470
C 4.515 -1.242 1.344 -0.0147
C 3.254 -1.502 0.859 -0.1256
H 0.577 -4.442 -2.437 0.0663
H 0.984 -6.633 -3.470 0.1311
H 1.520 -8.595 -2.042 0.1396
H 1.920 -8.294 0.383 0.1366
H 1.513 -6.121 1.438 0.1093
H 3.012 -4.800 1.781 0.0912
H 5.253 -4.309 2.643 0.1404
H 6.230 -2.052 2.360 0.1431
H 4.948 -0.258 1.234 0.1336
H 2.690 -0.724 0.354 0.0542
```

**Calculated total energy**: -2703.59837 Ha
**Highest occupied orbital energy (spin up / spin down)**: -18.660 / -18.660 eV
**Charge**: +4
**HOMO-LUMO gap (spin up / spin down)**: 4.0681 / 4.0701 eV
**Spin multiplicity**: 1